Entry 1:
The following is a DFT calculation (the ωB97M-V functional and the def2-TZVPD basis) of an isolated molecule of C25H29NO6 at a distorted geometry.

The geometry in XYZ format:
```
61
Properties=species:S:1:pos:R:3:mulliken_charge:R:1
C 1.4939 -1.4092 -2.3333 -2.575
C 1.6528 -0.4482 -1.1975 1.430
C 2.6827 -0.5508 -0.3156 0.681
C 3.7944 -1.5533 -0.4229 -1.970
C 3.3756 -2.8465 0.2870 0.676
O 2.9758 -3.8219 -0.3191 -0.685
N 3.4713 -2.7636 1.6209 -0.042
C 3.1390 -3.8391 2.5275 -0.740
C 2.0244 -3.4612 3.5123 -0.698
C 0.6191 -3.8484 3.0465 -0.979
C 0.1744 -3.2284 1.7221 -0.855
C 0.0400 -1.7093 1.7766 0.846
C -1.1079 -1.2422 2.6315 0.201
O -2.0049 -1.9138 3.0619 -0.597
O -1.0385 0.0815 2.8556 -0.346
C 2.7287 0.2815 0.8791 0.327
O 3.5438 0.1384 1.7730 -0.798
O 1.7910 1.2372 1.0301 -0.610
C 0.7995 1.4305 0.1222 1.083
C -0.0874 2.4696 0.4144 0.487
C 0.0592 3.2828 1.6586 -1.607
C -1.0918 2.6775 -0.5133 0.114
O -2.0589 3.6238 -0.4639 -0.597
C -2.8060 3.4628 -1.5950 0.518
C -2.3604 2.4424 -2.3690 -0.155
C -1.2242 1.8962 -1.6873 0.354
C -0.3428 0.8608 -1.9373 -1.260
C 0.6824 0.6104 -1.0234 0.775
C -2.9952 2.0566 -3.6616 -0.560
C -4.3812 2.6999 -3.7558 -0.871
C -4.3275 4.1789 -3.3701 -0.760
C -3.9659 4.3429 -1.8906 -0.838
H 2.0383 -2.3281 -2.1416 0.483
H 1.8574 -0.9661 -3.2605 0.363
H 0.4455 -1.6645 -2.4657 0.498
H 4.6796 -1.1478 0.0687 0.488
H 4.0246 -1.7793 -1.4620 0.520
H 3.7616 -1.8812 2.0263 0.231
H 4.0437 -4.1050 3.0862 0.333
H 2.8445 -4.6953 1.9168 0.443
H 2.2109 -3.9727 4.4584 0.402
H 2.0803 -2.3892 3.7116 0.377
H 0.5800 -4.9346 2.9397 0.385
H -0.0967 -3.5692 3.8220 0.460
H -0.7998 -3.6472 1.4627 0.459
H 0.8749 -3.4979 0.9323 0.304
H 0.9500 -1.2357 2.1452 -0.143
H -0.1470 -1.3165 0.7730 -0.085
H -1.7952 0.3716 3.3892 0.346
H -0.7422 4.0123 1.7249 0.358
H 1.0189 3.7966 1.6617 0.341
H 0.0341 2.6263 2.5263 0.282
H -0.4443 0.2721 -2.8331 0.583
H -2.3669 2.3974 -4.4908 0.282
H -3.0736 0.9698 -3.7353 0.360
H -5.0657 2.1812 -3.0817 0.336
H -4.7656 2.5958 -4.7715 0.362
H -3.5756 4.6801 -3.9828 0.302
H -5.2913 4.6509 -3.5652 0.358
H -4.8142 4.0573 -1.2603 0.287
H -3.7212 5.3813 -1.6579 0.334
```

Computed properties:
- Kohn-Sham gap: 0.29983 Eh
- Energy above the lowest of the compared OMol25 structures with the same formula, charge and spin: 0.0 kJ/mol
- Lowest unoccupied orbital energy: -0.001 eV
- E_HOMO: -8.2 eV
- SMILES string: Cc1c(CC(=O)NCCCCCC(=O)O)c(=O)oc2c(C)c3oc4c(c3cc12)CCCC4

---

Entry 2:
The following is a DFT calculation (the ωB97M-V functional and the def2-TZVPD basis) of a cluster of 2 separate species, C4H12 in total at a distorted geometry.

The geometry in XYZ format:
```
16
Properties=species:S:1:pos:R:3:mulliken_charge:R:1
C 0.9502 1.1932 -2.2392 -0.824
C -0.2671 1.5829 -1.3955 -0.828
H 1.0284 1.5468 -3.2729 0.329
H 1.8711 1.5006 -1.7756 0.263
H 0.8736 0.1307 -2.3988 0.248
H -0.7166 2.5586 -1.5905 0.346
H 0.0150 1.7000 -0.3359 0.237
H -1.0056 0.7927 -1.4067 0.232
C 0.0303 -1.3138 1.1387 -0.574
C -0.7812 -1.3605 2.4117 -0.938
H -0.4828 -0.7152 0.3931 0.005
H 1.0420 -0.9029 1.2513 0.297
H 0.4399 -2.3045 0.8424 0.326
H -0.5992 -0.5778 3.1556 0.280
H -1.8336 -1.5710 2.2276 0.301
H -0.5645 -2.2596 2.9947 0.298
```

Computed properties:
- Kohn-Sham gap: 0.46271 Eh
- Energy above the lowest of the compared OMol25 structures with the same formula, charge and spin: 64.2 kJ/mol
- Lowest unoccupied orbital energy: 1.156 eV
- E_HOMO: -11.4 eV
- SMILES string: CC.CC

---

Entry 3:
The following is a DFT calculation (the ωB97M-V functional and the def2-TZVPD basis) of an isolated molecule of C20H20FNO5S at a distorted geometry.

The geometry in XYZ format:
```
48
Properties=species:S:1:pos:R:3:mulliken_charge:R:1
O 4.3019 -0.7606 -1.0177 -0.631
C 3.1157 -0.5195 -0.9228 -0.198
C 2.2703 -0.4328 -2.1352 0.763
C 2.9370 -0.1226 -3.3268 -1.034
C 2.2531 0.0054 -4.5135 -0.740
C 0.8793 -0.2098 -4.5545 0.453
C 0.2113 -0.5898 -3.3832 -0.071
C 0.8997 -0.6740 -2.1818 -0.047
O -1.1218 -0.8955 -3.3806 -0.425
C -1.6557 -1.0968 -4.6687 -0.519
C -1.1789 0.0051 -5.6132 -0.434
O 0.2266 -0.0412 -5.7419 -0.471
C 2.5238 -0.2743 0.4612 0.485
C 1.8506 -1.5433 1.0049 -0.386
C 1.3528 -1.2830 2.4249 -1.301
N 0.4559 -0.1456 2.4712 0.151
S -1.1002 -0.4428 1.9145 1.349
O -1.3805 -1.8361 2.0806 -0.709
O -1.3254 0.1587 0.6336 -0.643
C -2.0657 0.4590 3.1417 0.042
C -1.5088 0.9101 4.3238 -0.045
C -2.2938 1.5706 5.2551 -0.832
C -3.6423 1.7755 5.0078 -0.342
C -4.2150 1.3169 3.8343 -0.638
C -3.4160 0.6576 2.9138 0.364
F -3.9713 0.2000 1.7852 -0.268
C 1.0425 1.0777 1.9606 -1.374
C 1.5750 0.9242 0.5345 -0.517
H 4.0038 0.0339 -3.2909 0.474
H 2.7563 0.2739 -5.4285 0.445
H 0.3170 -0.9584 -1.3219 0.435
H -2.7408 -1.0857 -4.5595 0.348
H -1.3336 -2.0717 -5.0610 0.294
H -1.5858 -0.1239 -6.6170 0.352
H -1.4838 0.9810 -5.2123 0.286
H 3.3882 -0.0697 1.1086 0.515
H 0.9948 -1.8272 0.3934 0.129
H 2.5649 -2.3683 1.0047 0.419
H 2.1905 -1.0763 3.0991 0.452
H 0.7920 -2.1405 2.7968 0.579
H -0.4601 0.7344 4.5002 0.392
H -1.8537 1.9228 6.1750 0.409
H -4.2535 2.2898 5.7334 0.383
H -5.2634 1.4558 3.6233 0.456
H 1.8500 1.3647 2.6435 0.500
H 0.2656 1.8439 1.9914 0.548
H 0.7264 0.7940 -0.1329 0.173
H 2.1050 1.8343 0.2466 0.426
```

Computed properties:
- Kohn-Sham gap: 0.33279 Eh
- Lowest unoccupied orbital energy: 0.666 eV
- E_HOMO: -8.4 eV
- SMILES string: O=C(c1ccc2c(c1)OCCO2)C1CCN(S(=O)(=O)c2ccccc2F)CC1